1.
{"formula": "C3H2ClFN2", "method": "the ωB97M-V functional and the def2-TZVPD basis", "de_lowest_kj_mol": 210.1, "homo_energy_ev": -10.9182, "spin_multiplicity": 1, "smiles": "FC1(Cl)C=NN=C1", "symbols": ["F", "C", "Cl", "C", "N", "N", "C", "H", "H"], "xyz": [[0.757, 1.403, 0.869], [0.232, 0.365, 0.238], [1.605, -0.613, -0.440], [-0.631, -0.701, 0.894], [-1.814, -0.913, 0.392], [-1.888, 0.244, -0.701], [-0.802, 0.721, -0.835], [-0.228, -1.457, 1.648], [-0.751, 1.626, -1.605]], "nbo_charge": [-0.29, 0.27, -0.04, 0.00, -0.20, -0.23, 0.01, 0.23, 0.23]}

2.
{"formula": "C3H2ClFOS", "method": "the ωB97M-V functional and the def2-TZVPD basis", "de_lowest_kj_mol": 105.0, "homo_energy_ev": -9.0022, "spin_multiplicity": 1, "smiles": "OC(=S)/C(Cl)=C\\F", "symbols": ["O", "C", "S", "C", "Cl", "C", "F", "H", "H"], "xyz": [[0.370, -1.565, 0.447], [0.877, -0.380, 0.237], [2.498, -0.013, -0.292], [-0.027, 0.809, 0.081], [0.371, 2.420, 0.161], [-1.299, 0.524, -0.245], [-1.787, -0.760, -0.248], [1.146, -2.206, 0.537], [-2.149, 1.171, -0.678]], "nbo_charge": [-0.62, 0.27, -0.17, -0.28, 0.11, 0.28, -0.32, 0.52, 0.20]}

3.
{"formula": "C3H2ClFS3", "method": "the ωB97M-V functional and the def2-TZVPD basis", "de_lowest_kj_mol": 0.0, "homo_energy_ev": -8.9998, "spin_multiplicity": 1, "smiles": "F[C@H](Cl)C(=S)C(=S)S", "symbols": ["F", "C", "Cl", "C", "S", "C", "S", "S", "H", "H"], "xyz": [[-1.165, -0.968, 1.515], [-1.384, 0.168, 0.777], [-2.520, -0.114, -0.514], [-0.056, 0.625, 0.204], [0.144, 2.150, -0.344], [0.961, -0.399, -0.115], [0.698, -1.854, -0.665], [2.586, 0.220, 0.297], [-1.808, 0.920, 1.425], [3.157, -0.895, -0.127]], "nbo_charge": [-0.33, 0.12, 0.02, -0.21, 0.18, -0.39, 0.15, 0.11, 0.21, 0.14]}

4.
{"formula": "C3H2ClN", "method": "the ωB97M-V functional and the def2-TZVPD basis", "de_lowest_kj_mol": 207.3, "homo_energy_ev": -10.4798, "spin_multiplicity": 1, "smiles": "C#CCl.C#N", "symbols": ["C", "C", "Cl", "H", "C", "N", "H"], "xyz": [[-0.738, 1.210, -0.743], [-1.730, 0.767, -0.236], [-3.115, 0.156, 0.384], [0.135, 1.604, -1.170], [-0.024, -2.082, 0.482], [0.135, -2.833, -0.358], [-0.176, -1.376, 1.257]], "nbo_charge": [-0.24, -0.14, 0.13, 0.24, 0.07, -0.31, 0.23]}

5.
{"formula": "C3H2ClN3", "method": "the ωB97M-V functional and the def2-TZVPD basis", "de_lowest_kj_mol": 45.3, "homo_energy_ev": -10.0533, "spin_multiplicity": 1, "smiles": "Clc1cnncn1", "symbols": ["Cl", "C", "C", "N", "N", "C", "N", "H", "H"], "xyz": [[0.315, 0.335, -2.788], [0.091, 0.076, -1.001], [1.038, -0.578, -0.198], [0.833, -0.653, 1.068], [-0.132, 0.071, 1.704], [-1.062, 0.566, 0.921], [-1.007, 0.544, -0.443], [1.919, -1.224, -0.597], [-1.994, 0.863, 1.334]], "nbo_charge": [0.00, 0.24, -0.05, -0.18, -0.23, 0.22, -0.42, 0.23, 0.20]}

6.
{"formula": "C3H2ClN3", "method": "the ωB97M-V functional and the def2-TZVPD basis", "de_lowest_kj_mol": 149.5, "homo_energy_ev": -9.9667, "spin_multiplicity": 1, "smiles": "Clc1ccnnn1", "symbols": ["Cl", "C", "C", "C", "N", "N", "N", "H", "H"], "xyz": [[-2.801, -0.453, -0.037], [-1.010, -0.420, 0.052], [-0.328, 0.731, 0.177], [1.042, 0.650, -0.077], [1.793, -0.522, -0.037], [0.980, -1.622, 0.043], [-0.303, -1.587, 0.017], [-1.028, 1.603, 0.132], [1.655, 1.620, -0.270]], "nbo_charge": [0.02, 0.21, -0.31, 0.04, -0.22, 0.01, -0.24, 0.25, 0.22]}

7.
{"formula": "C3H2ClNO", "method": "the ωB97M-V functional and the def2-TZVPD basis", "de_lowest_kj_mol": 240.7, "homo_energy_ev": -9.3480, "spin_multiplicity": 1, "smiles": "O=C=C/C=N/Cl", "symbols": ["O", "C", "C", "C", "N", "Cl", "H", "H"], "xyz": [[-2.603, 2.203, -0.040], [-1.642, 1.557, 0.018], [-0.586, 0.766, -0.166], [0.840, 0.708, 0.152], [1.887, 1.461, -0.066], [3.361, 0.751, -0.005], [-1.025, -0.194, -0.578], [1.272, -0.324, 0.321]], "nbo_charge": [-0.42, 0.77, -0.61, 0.08, -0.44, 0.16, 0.29, 0.17]}

8.
{"formula": "C3H2ClNO2", "method": "the ωB97M-V functional and the def2-TZVPD basis", "de_lowest_kj_mol": 360.0, "homo_energy_ev": -8.9568, "spin_multiplicity": 1, "symbols": ["C", "C", "C", "H", "H", "N", "O", "O", "Cl"], "xyz": [[-0.066, 0.404, -0.095], [1.079, -0.060, 0.075], [-0.855, -0.680, -0.040], [-0.012, 2.407, 0.190], [2.130, 0.118, -0.040], [1.129, -1.414, -0.038], [-0.656, 1.618, -0.043], [-0.249, -1.764, -0.009], [-2.500, -0.629, 0.000]], "nbo_charge": [0.10, -0.11, 0.25, 0.50, 0.25, -0.15, -0.66, -0.26, 0.09]}

9.
{"formula": "C3H2ClNOS", "method": "the ωB97M-V functional and the def2-TZVPD basis", "de_lowest_kj_mol": 12.0, "homo_energy_ev": -8.7018, "spin_multiplicity": 1, "smiles": "Sc1ocnc1Cl", "symbols": ["S", "C", "O", "C", "N", "C", "Cl", "H", "H"], "xyz": [[-0.897, -1.942, 0.357], [0.133, -0.618, -0.148], [1.218, -0.941, -0.894], [1.819, 0.256, -1.143], [1.218, 1.279, -0.635], [0.125, 0.726, 0.000], [-1.019, 1.669, 0.844], [-1.760, -1.152, 1.004], [2.698, 0.233, -1.722]], "nbo_charge": [0.06, 0.07, -0.41, 0.32, -0.43, -0.01, 0.04, 0.15, 0.20]}

10.
{"formula": "C3H2ClNOS", "method": "the ωB97M-V functional and the def2-TZVPD basis", "de_lowest_kj_mol": 463.7, "homo_energy_ev": [-9.0215, -7.8800], "spin_multiplicity": 1, "symbols": ["C", "C", "C", "N", "O", "S", "Cl", "H", "H"], "xyz": [[0.087, -0.800, -0.121], [0.873, 0.390, -0.034], [0.452, -2.026, -0.272], [2.143, 0.502, -0.020], [4.543, 0.312, -0.138], [3.355, -0.428, 0.133], [0.135, -3.604, 0.108], [-0.933, -0.335, 0.017], [0.418, 1.222, 0.438]], "nbo_charge": [-0.43, 0.10, 0.03, -0.72, -0.85, 1.31, 0.14, 0.23, 0.19]}

11.
{"formula": "C3H2CrO4", "method": "the ωB97M-V functional and the def2-TZVPD basis", "homo_energy_ev": [-26.6180, -26.7025], "spin_multiplicity": 4, "s2": 4.010, "charge": 3, "symbols": ["H", "C", "C", "O", "C", "O", "O", "O", "Cr", "H"], "xyz": [[-1.473, -0.970, 0.803], [-2.220, 0.146, -0.445], [-0.952, -0.060, 0.274], [0.027, -0.393, -0.631], [1.311, -0.200, -0.235], [1.574, 0.062, 0.961], [2.181, -0.204, -1.130], [-3.151, 0.629, -0.838], [3.453, 0.151, 0.356], [-0.749, 0.838, 0.885]], "mulliken_spin": [0.00, 0.00, 0.00, 0.00, 0.03, -0.25, -0.30, 0.00, 3.52, 0.00]}

12.
{"formula": "C3H2CsFNaO3", "method": "the ωB97M-V functional and the def2-TZVPD basis", "homo_energy_ev": [-4.3254, -7.9664], "spin_multiplicity": 2, "s2": 0.750, "symbols": ["O", "C", "C", "O", "O", "C", "Na", "F", "H", "H", "Cs"], "xyz": [[-0.426, 1.459, 0.490], [0.703, 1.116, -0.143], [-1.450, 0.645, 0.005], [1.816, 1.247, 0.308], [0.375, 0.518, -1.279], [-0.977, 0.148, -1.173], [3.570, -0.238, 0.157], [-1.228, -1.870, 1.161], [-2.309, 0.782, 0.658], [-1.465, -0.236, -2.062], [1.392, -3.572, 1.879]], "mulliken_spin": [-0.01, -0.02, 0.01, 0.15, -0.01, -0.01, 0.66, 0.00, 0.00, 0.00, 0.23]}

13.
{"formula": "C3H2F2IO2", "method": "the ωB97M-V functional and the def2-TZVPD basis", "homo_energy_ev": -4.5115, "spin_multiplicity": 1, "charge": -1, "symbols": ["C", "C", "C", "O", "O", "F", "F", "I", "H", "H"], "xyz": [[0.400, 0.155, -1.643], [-1.060, 0.028, 0.967], [0.642, -0.180, -0.024], [1.340, 0.786, -2.130], [-0.628, -0.312, -2.098], [1.036, -1.452, 0.182], [1.611, 0.509, 0.550], [-0.662, 0.849, 2.796], [-1.231, -1.016, 1.263], [-1.448, 0.631, 0.137]], "nbo_charge": [0.71, -0.72, 0.63, -0.73, -0.74, -0.37, -0.35, 0.07, 0.23, 0.26]}

14.
{"formula": "C3H2F2N2S", "method": "the ωB97M-V functional and the def2-TZVPD basis", "de_lowest_kj_mol": 358.9, "homo_energy_ev": [-9.5081, -9.5076], "spin_multiplicity": 1, "symbols": ["C", "C", "C", "N", "N", "F", "F", "S", "H", "H"], "xyz": [[-0.991, -1.241, -0.128], [0.032, 0.432, 0.016], [1.447, 0.435, -0.042], [-0.852, 1.267, 0.143], [-2.084, 1.029, 0.145], [1.916, -0.739, -0.717], [2.010, 0.329, 1.231], [-2.450, -0.614, 0.103], [-0.711, -2.252, -0.141], [1.683, 1.354, -0.610]], "nbo_charge": [-0.52, 0.15, 0.48, -0.16, -0.46, -0.34, -0.33, 0.77, 0.24, 0.18]}

15.
{"formula": "C3H2F4", "method": "the ωB97M-V functional and the def2-TZVPD basis", "de_lowest_kj_mol": 283.2, "homo_energy_ev": -10.2230, "spin_multiplicity": 1, "smiles": "F/C=C(\\F)C(F)F", "symbols": ["F", "C", "C", "F", "C", "F", "F", "H", "H"], "xyz": [[2.624, -0.086, -0.245], [1.297, -0.439, -0.274], [0.312, 0.609, -0.317], [0.337, 1.822, 0.046], [-1.004, 0.086, 0.080], [-1.282, -1.339, -0.077], [-2.190, 0.743, -0.498], [1.080, -1.486, -0.077], [-1.174, 0.090, 1.362]], "nbo_charge": [-0.32, 0.20, 0.22, -0.26, 0.50, -0.37, -0.36, 0.22, 0.16]}

16.
{"formula": "C3H2F6O", "method": "the ωB97M-V functional and the def2-TZVPD basis", "de_lowest_kj_mol": 65.6, "homo_energy_ev": -12.7810, "spin_multiplicity": 1, "smiles": "FC(F)O[C@H](F)C(F)(F)F", "symbols": ["F", "C", "F", "O", "C", "F", "C", "F", "F", "F", "H", "H"], "xyz": [[-2.149, 0.006, -2.118], [-1.577, -0.645, -1.082], [-0.744, -1.529, -1.679], [-0.886, 0.222, -0.318], [0.070, -0.403, 0.629], [-0.632, -0.439, 1.841], [1.141, 0.509, 0.697], [0.851, 1.776, 1.033], [1.836, 0.560, -0.521], [2.099, 0.078, 1.578], [-2.318, -1.227, -0.465], [0.255, -1.385, 0.338]], "nbo_charge": [-0.32, 0.79, -0.35, -0.51, 0.36, -0.32, 0.92, -0.28, -0.32, -0.31, 0.12, 0.21]}

17.
{"formula": "C3H2FIN2", "method": "the ωB97M-V functional and the def2-TZVPD basis", "de_lowest_kj_mol": 305.8, "homo_energy_ev": -7.5102, "spin_multiplicity": 1, "symbols": ["C", "C", "C", "N", "N", "F", "I", "H", "H"], "xyz": [[0.297, -0.740, -0.120], [1.894, -1.161, -1.557], [1.168, 0.736, -1.640], [1.088, -1.630, -0.702], [0.368, 0.531, -0.613], [2.561, -1.690, -2.538], [1.863, 2.574, -2.260], [-0.363, -1.005, 0.676], [-0.174, 1.251, -0.151]], "nbo_charge": [0.07, 0.62, -0.23, -0.49, -0.53, -0.29, 0.21, 0.20, 0.43]}

18.
{"formula": "C3H2FMnO2", "method": "the ωB97M-V functional and the def2-TZVPD basis", "de_lowest_kj_mol": 86.7, "homo_energy_ev": [-16.9774, -17.7799], "spin_multiplicity": 7, "s2": 12.012, "charge": 2, "symbols": ["H", "F", "O", "O", "C", "C", "C", "H", "Mn"], "xyz": [[2.998, 1.849, -0.744], [-0.163, -1.639, 0.496], [-1.189, 0.277, 0.504], [2.399, 1.349, -1.330], [-0.117, -0.324, 0.467], [1.196, 0.290, 0.499], [1.621, 0.523, -0.765], [1.861, 0.110, 1.346], [-2.980, 0.044, 0.642]], "mulliken_spin": [0.06, 0.01, 0.11, 0.00, 0.05, 0.01, 0.87, 0.04, 4.84]}

19.
{"formula": "C3H2FN", "method": "the ωB97M-V functional and the def2-TZVPD basis", "de_lowest_kj_mol": 570.5, "homo_energy_ev": [-8.3954, -8.3963], "spin_multiplicity": 1, "symbols": ["C", "C", "C", "N", "F", "H", "H"], "xyz": [[0.530, 0.076, 0.176], [-2.015, 0.284, -0.010], [2.033, 0.526, 0.317], [-0.816, 0.369, 0.018], [2.670, -0.611, 0.050], [0.751, -0.968, -0.325], [-3.153, 0.325, -0.226]], "nbo_charge": [-0.43, 0.16, 0.32, -0.19, -0.36, 0.21, 0.29]}

20.
{"formula": "C3H2FNO", "method": "the ωB97M-V functional and the def2-TZVPD basis", "de_lowest_kj_mol": 93.1, "homo_energy_ev": -10.1470, "spin_multiplicity": 1, "smiles": "Fc1ccno1", "symbols": ["F", "C", "C", "C", "N", "O", "H", "H"], "xyz": [[0.186, 2.139, 0.918], [0.091, 0.991, 0.294], [-0.050, -0.271, 0.740], [-0.080, -0.987, -0.490], [0.028, -0.231, -1.534], [0.133, 1.058, -1.036], [-0.139, -0.610, 1.751], [-0.171, -2.089, -0.643]], "nbo_charge": [-0.28, 0.69, -0.46, -0.01, -0.12, -0.30, 0.25, 0.23]}